Record 1
Density functional theory data (wB97M-V/def2-TZVPD) for an isolated ion of composition C6H10NS and charge +1.

```
! RIJCOSX wB97M-V def2-TZVPD def2/J DEFGRID3
* xyz 1 1
C 1.8181 1.1215 0.0636
C 1.8089 0.0737 1.1053
C 1.0154 1.1149 -1.0026
C 0.7630 -0.6806 1.3319
C -0.2488 0.2216 -1.2330
C -1.0853 -0.0922 0.0211
N -1.6426 -1.4689 0.0671
S -2.0764 1.2418 0.7562
H 2.8313 1.4331 0.0239
H 2.7202 -0.1240 1.7555
H 1.1294 1.8569 -1.7716
H 0.2554 -1.5490 1.7365
H -0.8582 0.8404 -1.7900
H 0.0681 -0.7766 -1.6959
H -0.9739 -2.1457 0.5142
H -1.7546 -1.6866 -0.9265
H -2.5365 -1.5848 0.5950
H -1.2336 2.2046 0.4494
*
```

=====

Record 2
Density functional theory data (wB97M-V/def2-TZVPD) for C6H10O as an isolated structure.

```
! RIJCOSX wB97M-V def2-TZVPD def2/J DEFGRID3
* xyz 0 1
C -1.3746 1.1874 -0.5208
C -0.7908 -0.1744 -0.5918
C 0.5524 -0.7590 -1.1849
C 1.0107 -1.3545 0.1684
O 2.0391 -0.5827 0.7603
C 1.0761 0.4154 1.1401
C -0.1741 -0.4126 0.7611
H -0.6534 2.0113 -0.4824
H -1.7501 1.0263 0.8264
H -2.2093 1.4123 -1.2013
H -1.5913 -0.8975 -0.8123
H 0.3267 -1.4940 -1.9533
H 1.2416 0.0100 -1.5433
H 1.1775 -2.4354 0.2506
H 1.2252 1.3670 0.6152
H 1.1067 0.5780 2.2194
H -1.2123 0.1024 1.5485
*
```

=====

Values for total energy, Eh, ordered as above
-687.1228, -309.6597
Values for energy relative to the best compared isomer or geometry (same formula, charge and spin), eV, ordered as above
4.3473, 4.9698